#i
Computed, not measured: a cluster of 11 separate species, C44H66O33 in total, with ωB97M-V/def2-TZVPD.

Each line ends with the Mulliken charge.
Cartesian coordinates (Å):
O -6.3090 2.9107 -3.2214  -0.304
O -2.4521 -2.5914 7.0199  -0.546
O -2.5760 -4.7912 7.6137  -0.367
O 2.0197 -0.5226 -0.9495  -0.351
O 2.3740 0.0704 11.1489  -0.548
O 0.4939 -1.7709 -0.1496  -0.301
O 1.1785 -9.2354 0.7273  -0.317
O 2.1185 9.3586 -6.2107  -0.541
O 7.0904 3.0107 -6.0458  -0.361
O 8.0761 4.9970 -6.7988  -0.608
O 1.6865 -3.9699 -8.6465  -0.320
O -9.6838 1.4286 4.7963  -0.521
O -7.6522 1.0841 3.8643  -0.333
O 5.9358 4.5489 -6.9584  -0.304
O 1.8498 -2.6032 -1.6849  -0.574
O -5.0756 4.7049 -3.0172  -0.357
O 5.5242 4.6067 0.9630  -0.324
O -7.1437 -3.4742 -1.4631  -0.563
O -9.5600 0.3822 2.7933  -0.319
O -0.3972 -8.9932 2.3954  -0.567
O 0.2837 1.0231 11.1394  -0.310
O 0.7819 -7.2650 1.6434  -0.264
O 5.0932 6.0760 2.5516  -0.340
O -1.2607 -4.1898 5.9611  -0.304
O -4.7364 2.8614 -1.6212  -0.544
O 2.8686 -5.5196 -7.5200  -0.352
O 0.7074 8.1040 -4.9466  -0.352
O 3.4709 4.4361 1.8401  -0.567
O -4.9924 -3.9095 -0.8112  -0.313
O 1.6152 1.4481 9.3502  -0.332
O -6.4617 -5.4947 -0.9073  -0.340
O 2.7278 8.4176 -4.2017  -0.338
O 1.1103 -6.2112 -8.8852  -0.579
C 2.1858 -8.4231 0.2313  -0.396
C 1.8224 -5.2894 -8.3629  0.672
C 0.4339 -8.6044 1.5895  0.624
C 3.1538 -4.2793 -6.7917  0.633
C -4.2037 -5.0035 -0.4267  0.538
C 1.7545 -7.0867 0.6623  0.456
C -0.4852 1.5430 10.0863  -0.486
C -3.3591 -4.7358 0.8591  -1.198
C 6.3676 6.4490 2.0249  -0.320
C -5.2773 3.4104 -2.5504  0.661
C -7.2428 0.5612 2.6195  0.584
C -5.3435 -6.0757 -0.2639  -0.542
C 2.4955 -3.2173 -7.6392  -0.396
C 0.5389 2.3943 9.2516  0.485
C 0.3714 -0.5444 0.5180  0.566
C 2.9648 -6.1770 1.2042  -1.403
C 1.8466 8.7473 -5.2013  0.667
C -6.2991 -4.2111 -1.0244  0.651
C -1.1282 -5.5252 5.9781  0.422
C -6.0637 -0.3044 2.8442  -1.555
C 0.2630 -5.6566 6.5807  -1.373
C 7.0965 4.2669 -6.5762  0.698
C 2.2384 7.4068 -3.2912  -0.330
C 4.9415 3.5420 -6.5785  -0.438
C 1.5216 0.2670 0.0528  -0.450
C 0.0124 6.1980 -3.8011  -1.422
C 0.3215 -0.7232 2.0738  -1.447
C -2.2616 -6.0023 6.9941  -0.407
C 4.5405 5.0519 1.7828  0.676
C -2.1769 -3.7418 6.8729  0.623
C 0.2003 2.4876 7.7322  -1.406
C 4.5746 -3.9559 -6.4753  -1.612
C -9.0181 0.9946 3.9043  0.587
C 1.5286 0.7840 10.5981  0.631
C 5.8436 2.3426 -6.2968  0.532
C -6.2626 5.2061 -3.6737  0.499
C 5.4596 1.4579 -5.1277  -1.419
C -8.4365 -0.1810 2.1778  -0.518
C 6.7320 5.3180 1.0642  0.324
C 7.2996 5.6424 -0.3840  -1.233
C 1.4534 -1.7278 -1.0081  0.659
C -6.8486 3.8902 -4.1019  -0.477
C -5.8898 6.0958 -4.8592  -1.440
C 0.7383 7.4692 -3.6715  0.510
H 6.9784 6.3772 2.9248  0.272
H -6.1748 -1.1509 3.5217  0.376
H 2.7010 -4.4356 -5.8126  0.188
H 2.5845 6.3765 -3.3744  0.253
H -5.3112 0.3747 3.2449  0.353
H 0.1758 5.5036 -2.9770  0.381
H -5.5784 -0.7023 1.9530  0.420
H -7.9330 3.8673 -3.9947  0.294
H 3.8284 -5.9751 0.5705  0.403
H 4.3026 3.3234 -7.4341  0.300
H -8.3121 -1.1811 2.5931  0.301
H 4.3350 3.8022 -5.7109  0.275
H 7.4654 4.6566 1.5254  0.234
H -1.8890 -6.7548 7.6891  0.280
H -8.5072 -0.3834 1.1091  0.397
H -5.2309 -7.1191 -0.5583  0.328
H -6.8795 1.3838 2.0035  0.227
H 3.1768 -8.6587 0.6194  0.261
H 7.4858 4.6725 -0.8454  0.338
H 5.1434 -4.8477 -6.2121  0.350
H 8.0759 6.4075 -0.3717  0.366
H 6.0276 1.8120 -7.2310  0.243
H 2.2063 0.5163 0.8634  0.283
H 0.4037 -6.5878 7.1295  0.345
H 0.2752 1.5619 7.1615  0.359
H 2.5563 -5.1979 1.4542  0.267
H 0.6400 -4.8367 7.1920  0.371
H -6.9158 5.7388 -2.9825  0.263
H 1.1587 1.1665 -0.4443  0.271
H -5.6841 -6.1382 0.7697  0.291
H 5.1472 -3.5139 -7.2907  0.396
H 6.4745 6.1596 -0.8737  0.295
H -5.2548 5.6349 -5.6158  0.388
H 0.7257 3.3602 9.7209  0.265
H -6.7812 6.5533 -5.2885  0.381
H -1.3138 2.1093 10.5115  0.304
H 2.3169 7.8360 -2.2923  0.266
H 4.8171 -3.1141 -5.8268  0.417
H -6.6086 3.7950 -5.1609  0.304
H 0.3328 5.7001 -4.7163  0.359
H -3.2142 -6.3059 6.5600  0.283
H 0.1930 8.1087 -2.9775  0.233
H 1.3440 -6.5804 -0.2113  0.213
H 6.0690 0.5564 -5.1909  0.337
H -5.2334 6.8322 -4.3957  0.332
H 0.9673 -1.5591 2.3428  0.365
H -0.8991 0.6526 9.6132  0.293
H -0.6945 -0.9563 2.3923  0.317
H 2.0134 -2.4306 -7.0589  0.301
H 4.3830 1.3308 -5.0135  0.392
H 3.4877 -6.5904 2.0666  0.394
H -0.5166 -0.0007 0.1958  0.255
H -2.3950 -4.2632 0.6714  0.259
H 2.3037 -8.4920 -0.8501  0.328
H -0.7393 2.9930 7.5093  0.358
H 3.2822 -2.7408 -8.2243  0.303
H -1.0396 6.4812 -3.8365  0.316
H -3.6094 -5.3555 -1.2699  0.259
H 5.6864 1.9091 -4.1618  0.351
H 0.8469 3.0298 7.0422  0.389
H -3.1448 -5.6547 1.4047  0.357
H 1.0108 -5.5822 5.7911  0.339
H 6.3773 7.4073 1.5055  0.280
H 0.5562 0.1451 2.6894  0.407
H -3.8575 -3.9935 1.4825  0.275
H -1.2475 -6.0199 5.0142  0.332

## Properties
Multiplicity: 1
Gap between HOMO and LUMO, eV: 10.3794
Structure (SMILES): C[C@H]1COC(=O)O1.C[C@H]1COC(=O)O1.C[C@H]1COC(=O)O1.C[C@H]1COC(=O)O1.C[C@H]1COC(=O)O1.C[C@H]1COC(=O)O1.C[C@H]1COC(=O)O1.C[C@H]1COC(=O)O1.C[C@H]1COC(=O)O1.C[C@H]1COC(=O)O1.C[C@H]1COC(=O)O1
Highest occupied orbital energy, eV: -10.8

***

#ii
Computed, not measured: a cluster of 11 separate species, C44H66O33 in total, with ωB97M-V/def2-TZVPD.

Each line ends with the Mulliken charge.
Cartesian coordinates (Å):
O -2.7294 5.7668 -0.8999  -0.360
O 8.1106 2.3187 -7.7274  -0.370
O -9.1090 -1.6533 1.5945  -0.320
O 7.6187 4.3930 -7.5072  -0.367
O 6.3201 -2.5922 -0.9359  -0.570
O 7.8535 -0.8307 -0.3841  -0.278
O 2.3934 1.0956 -1.6396  -0.304
O -5.9394 0.0625 -4.8557  -0.571
O -2.6143 2.3725 6.7632  -0.338
O 2.3485 -5.3759 5.2304  -0.320
O -3.6562 6.0242 -3.0422  -0.547
O -3.4007 -5.3688 -7.2647  -0.341
O 3.1511 -3.4147 5.0142  -0.322
O -4.8944 0.4233 -6.9111  -0.312
O 7.7997 -2.8186 0.7737  -0.371
O 2.2954 3.0513 -2.7494  -0.629
O -5.6415 -4.9000 -7.6042  -0.578
O -5.0002 6.1526 -1.0804  -0.297
O 2.2173 -3.9176 6.9647  -0.569
O -3.6544 2.4924 4.7465  -0.628
O 6.0434 4.2364 1.7779  -0.328
O -7.5818 -2.8805 2.5542  -0.327
O 0.4466 2.0194 -1.9077  -0.316
O -9.7054 -3.7046 2.3054  -0.599
O -1.4527 2.2534 4.9404  -0.278
O 9.3750 3.7621 -8.8461  -0.547
O -2.5850 -2.5905 4.1228  -0.615
O -6.2776 2.0242 -6.0882  -0.322
O -2.6365 -3.5508 6.1721  -0.386
O 3.9538 4.9915 2.0306  -0.317
O 4.6260 2.8337 2.7076  -0.539
O -4.6134 -5.0599 -5.5655  -0.383
O -3.7662 -4.5132 4.6827  -0.379
C -3.8334 5.9240 -1.8051  0.578
C 0.1702 0.9496 -1.0576  0.395
C 2.4740 -4.2321 5.8391  0.661
C -1.2948 2.5192 7.1516  0.361
C -3.8155 -4.5380 8.1151  -1.450
C -4.6311 -5.1413 -6.9179  0.669
C 6.9539 1.4075 -5.8433  -1.509
C 7.2699 -2.1091 -0.2641  0.614
C -6.2154 -2.6944 0.5650  -1.408
C -5.8411 0.6510 -9.1725  -1.348
C 2.7764 -5.2433 3.8583  0.365
C -7.9600 -0.8712 1.6255  -0.452
C 2.8670 -3.6667 3.6678  -0.378
C 8.5808 -0.6617 0.8211  -0.364
C -3.0724 -4.7432 6.7982  0.616
C 6.8179 2.2617 -7.1016  0.442
C -3.0551 -5.6904 -3.8729  -1.345
C 9.8173 -2.4998 2.0904  -1.566
C 4.6165 6.0881 1.3804  -0.386
C -4.4952 6.3710 0.2614  -0.424
C -0.9382 0.0210 -1.5712  -1.473
C -3.0194 -3.4161 4.9387  0.770
C -0.4350 2.3439 5.8857  -0.390
C -3.7715 -5.4658 5.7428  -0.418
C 6.6236 3.7011 -6.6649  -0.378
C -3.0687 5.9612 0.3811  0.571
C 8.5102 3.5181 -8.0417  0.711
C 1.7006 2.1734 -2.1261  0.674
C -5.0497 1.2997 -7.9747  0.538
C -3.3880 -4.8167 -5.1032  0.668
C -1.9962 6.7653 1.2450  -1.235
C -6.8624 -1.9650 1.7318  0.468
C 8.5293 -1.9487 1.6394  0.674
C 6.9478 5.9271 0.4277  -1.478
C -8.8666 -2.7943 2.2024  0.625
C 1.5686 0.2737 -0.7871  -0.268
C -5.5845 0.8143 -5.8266  0.624
C 1.7070 -6.0319 3.1328  -1.324
C -1.1180 1.4397 8.1667  -1.382
C 6.0474 5.6873 1.6311  0.478
C -5.8279 2.4600 -7.3623  -0.540
C 4.8266 3.9624 2.3663  0.627
C -2.6732 2.3770 5.4702  0.697
C -2.5015 -5.0431 -6.2638  -0.494
H -1.7642 -5.8389 -6.1584  0.257
H -6.7219 2.8225 -7.8697  0.272
H 9.7983 -3.5343 2.4333  0.363
H 2.0240 -3.1724 3.1851  0.272
H 3.7643 -5.6893 3.9734  0.304
H -1.8789 6.3701 2.2541  0.291
H -6.3286 -3.7669 0.7232  0.340
H -1.0550 7.1011 0.8096  0.350
H 7.6440 1.7903 -5.0914  0.370
H -3.0476 5.0020 0.8983  0.175
H 0.6446 -6.0705 3.3736  0.310
H 2.0701 -7.0588 3.1758  0.340
H -4.7378 7.3734 0.6142  0.290
H -2.2150 -5.3935 6.9710  0.159
H -6.7160 -2.5920 -0.3978  0.385
H -0.1530 1.5976 8.6483  0.373
H 4.2220 7.0412 1.7325  0.268
H 6.0288 1.9549 -7.7880  0.294
H 1.6384 -5.8065 2.0686  0.373
H -5.0526 5.6832 0.8972  0.281
H 7.9025 5.4020 0.4576  0.362
H 3.6468 -3.3407 2.9795  0.290
H -1.2477 3.5432 7.5221  0.334
H -3.7983 -5.3828 8.8036  0.381
H 8.2241 0.1684 1.4308  0.278
H -1.9562 -4.1719 -6.6267  0.256
H -7.9272 -0.4946 0.6032  0.296
H -6.9058 0.6954 -8.9432  0.359
H 1.7968 0.4849 0.2576  0.227
H -0.5471 -0.4314 -2.4825  0.375
H -0.9855 -0.9092 -1.0050  0.402
H -2.5216 7.7191 1.2925  0.329
H -3.4404 -3.6332 8.5935  0.356
H -5.9843 -1.5607 2.2353  0.364
H -2.3780 -6.4948 -4.1607  0.384
H 6.5436 5.6613 -0.5491  0.359
H 7.3898 0.4360 -6.0765  0.342
H -5.1352 -2.5703 0.4873  0.340
H -3.8396 -6.3253 -3.4610  0.363
H 10.5669 -2.5510 1.3007  0.376
H -3.3241 -3.7449 -4.9155  0.256
H -5.7048 1.0983 -10.1571  0.357
H 4.2683 6.0997 0.3476  0.260
H -5.7127 -0.4314 -9.1726  0.347
H 7.9836 -1.7591 2.5637  0.162
H 6.3937 5.9512 2.6304  0.300
H -1.8135 1.3948 9.0047  0.335
H -4.7343 -5.7646 6.1573  0.312
H -4.8499 -4.2451 7.9352  0.378
H 0.3581 3.0913 5.9049  0.308
H -7.9041 0.0052 2.2713  0.289
H -5.2446 3.3415 -7.0963  0.272
H 1.6898 -0.7981 -0.9442  0.317
H 6.0075 1.2366 -5.3303  0.402
H 5.6268 3.8539 -7.0786  0.295
H -4.0892 1.6208 -8.3778  0.321
H -0.3289 1.4620 -0.2351  0.253
H 9.6379 -0.5439 0.5832  0.301
H 10.2351 -1.9669 2.9446  0.380
H -3.1664 -6.2893 5.3636  0.271
H 7.2229 6.9731 0.2921  0.393
H -0.0321 1.3317 5.9215  0.298
H -2.5040 -5.1393 -3.1109  0.291
H -1.9049 0.5102 -1.4514  0.349
H -1.1452 0.4728 7.6641  0.310
H 6.6821 3.7549 -5.5778  0.317

## Properties
Multiplicity: 1
Gap between HOMO and LUMO, eV: 10.2303
Structure (SMILES): C[C@H]1COC(=O)O1.C[C@H]1COC(=O)O1.C[C@H]1COC(=O)O1.C[C@H]1COC(=O)O1.C[C@H]1COC(=O)O1.C[C@H]1COC(=O)O1.C[C@H]1COC(=O)O1.C[C@H]1COC(=O)O1.C[C@H]1COC(=O)O1.C[C@H]1COC(=O)O1.C[C@H]1COC(=O)O1
Highest occupied orbital energy, eV: -10.3

***

Stability check: which of them is least stable? #ii.

***

#i
Computed, not measured: the ion C6H12N2 with charge +2, with ωB97M-V/def2-TZVPD.

Each line ends with the Mulliken charge.
Cartesian coordinates (Å):
N 0.5417 0.0770 0.7478  -0.189
N -1.9583 -0.0687 0.0157  -0.013
C 0.2007 -1.2405 0.0502  -0.514
C -1.7312 1.1765 -0.1989  0.169
C -1.3696 -1.3131 -0.0270  -0.424
C -3.1774 0.7889 -0.1101  -0.441
C 1.7662 0.7094 0.6837  0.241
C 2.6605 0.5077 -0.3511  -1.226
H 2.1584 0.4620 -1.2873  0.390
H -1.1710 2.0683 -0.1414  0.427
H 3.4377 1.3044 -0.5158  0.373
H 1.9848 1.4652 1.4381  0.418
H 0.7573 -1.5476 -0.9812  0.408
H -3.7873 0.6078 -0.9346  0.310
H -3.7522 0.8574 0.7977  0.262
H -1.6319 -1.9836 -0.8898  0.319
H -1.7346 -1.8263 0.8862  0.385
H 0.0871 0.3461 1.6942  0.400
H 0.4999 -2.0902 0.7352  0.339
H 3.2482 -0.3890 -0.1436  0.367

## Properties
Multiplicity: 1
Gap between HOMO and LUMO, eV: 10.8495
Charge: +2
Structure (SMILES): C/C=[NH+]\CC[N+]1=CC1
Highest occupied orbital energy, eV: -20.0

***

#ii
Computed, not measured: the ion C6H12N2 with charge +2, with ωB97M-V/def2-TZVPD.

Each line ends with the Mulliken charge.
Cartesian coordinates (Å):
N -0.8141 1.6789 -0.1480  -0.231
N 0.9135 -0.6540 0.4282  0.034
C -0.0333 -1.4535 0.3472  -0.040
C 1.8246 0.1991 0.4836  0.145
C -1.8820 1.0947 0.2678  0.092
C -2.2260 -0.3102 0.0945  -0.559
C -1.1940 -1.2356 -0.5742  -0.887
C 3.0911 0.1202 -0.2379  -1.115
H 3.0937 -0.6325 -1.0235  0.351
H 1.7062 1.0188 1.1971  0.472
H -0.6967 2.6842 -0.0263  0.298
H -3.1651 -0.3342 -0.4805  0.400
H -1.6720 -2.1970 -0.7768  0.357
H 3.3867 1.0993 -0.6258  0.355
H -2.5436 -0.7151 1.0675  0.413
H 3.8720 -0.1350 0.4929  0.353
H -2.6053 1.6958 0.8197  0.458
H -0.1549 1.2198 -0.7731  0.260
H -0.8640 -0.8178 -1.5308  0.397
H -0.0368 -2.3259 0.9983  0.448

## Properties
Multiplicity: 1
Gap between HOMO and LUMO, eV: 11.5131
Charge: +2
Structure (SMILES): CC=[N+]=CCCC=[NH2+]
Highest occupied orbital energy, eV: -20.3

***

Stability check: which of them is least stable? #i.

***

#i
Computed, not measured: the molecule C13H13N3OS, with ωB97M-V/def2-TZVPD.

Each line ends with the Mulliken charge.
Cartesian coordinates (Å):
S -0.4684 2.4996 -0.6019  -0.085
O -1.3152 0.7553 -3.0040  -0.667
N -1.6572 -1.0812 -1.7724  0.145
N -1.5925 -1.9400 -0.7077  -0.874
N 3.0549 0.3467 -2.0149  -0.593
C 0.4426 -0.9203 0.2412  0.838
C -0.6914 -1.8662 0.1908  0.417
C 0.7607 -0.2413 1.4153  -0.717
C -0.7975 -2.8639 1.3005  -1.358
C -1.0647 2.8562 0.9643  -0.424
C -1.9608 1.9316 1.4024  -0.686
C -2.1652 0.8977 0.4698  -0.160
C 1.2130 -0.7154 -0.8972  -0.213
C -1.4214 0.2577 -1.8966  0.033
C 2.5685 0.8711 0.2890  -0.618
C 2.2753 0.1862 -0.8924  0.770
C 1.8185 0.6500 1.4263  -0.840
C -1.4124 1.0525 -0.6618  0.423
H 3.3854 1.5777 0.3021  0.327
H 2.0556 1.1854 2.3340  0.387
H -2.4584 1.9842 2.3542  0.437
H -1.9331 -1.5516 -2.6268  0.253
H 3.6050 1.1894 -2.0566  0.212
H 0.1640 -0.3808 2.3031  0.294
H 0.9948 -1.2611 -1.8045  0.392
H 2.6300 0.0853 -2.8903  0.223
H -0.7197 3.7349 1.4719  0.506
H -1.5689 -3.5915 1.0668  0.427
H -2.8446 0.0775 0.6208  0.538
H 0.1577 -3.3650 1.4432  0.332
H -1.0548 -2.3610 2.2313  0.280

## Properties
Multiplicity: 1
Gap between HOMO and LUMO, eV: 8.6022
Structure (SMILES): C/C(=N/NC(=O)c1cccs1)c1cccc(N)c1
Highest occupied orbital energy, eV: -8.1

***

#ii
Computed, not measured: the molecule C13H13N3OS, with ωB97M-V/def2-TZVPD.

Each line ends with the Mulliken charge.
Cartesian coordinates (Å):
S -2.3001 -2.7049 0.9474  -0.204
O -0.2256 2.1482 -0.0317  -0.587
N 0.2292 -2.6598 -0.0532  -0.735
N -3.9563 -1.6034 2.7409  -0.697
N -0.3874 -0.6224 0.7372  0.171
C -2.4278 2.5903 0.4837  -1.658
C 3.3130 0.1486 0.2170  -0.857
C 1.9889 0.3920 0.6110  -0.039
C 1.3361 -1.8143 -0.1422  0.395
C 3.6377 -1.0858 -0.4217  -0.316
C -1.3244 0.3711 1.1777  0.362
C -0.7314 -1.9673 0.5263  0.193
C 2.6450 -2.0520 -0.6450  -0.847
C -2.5178 -0.0553 1.7372  -0.462
C -1.1734 1.8870 1.0166  1.305
C 0.9911 -0.5895 0.4147  0.638
C -3.0058 -1.3999 1.8504  0.144
C -0.6172 2.5415 2.2797  -1.548
H -3.2481 2.6291 1.2090  0.355
H -4.3310 -2.5463 2.8671  0.233
H -0.4166 1.6498 -0.8300  0.399
H 4.1073 0.8905 0.3225  0.384
H 2.8399 -3.0112 -1.1265  0.397
H -2.2265 3.6161 0.2551  0.427
H 4.6546 -1.2179 -0.8201  0.344
H 1.7906 1.3852 1.0281  0.229
H 0.2393 1.9891 2.6328  0.374
H -2.7611 2.1046 -0.4242  0.414
H -0.3085 3.5785 2.0552  0.365
H -3.1365 0.6526 2.2399  0.444
H -1.3616 2.6013 3.0365  0.376

## Properties
Multiplicity: 1
Gap between HOMO and LUMO, eV: 8.2727
Structure (SMILES): [H]/N=c1/cc(C(C)(C)O)n2c(nc3ccccc32)s1
Highest occupied orbital energy, eV: -8.4

***

Stability check: which of them is least stable? #ii.